# 1
Below is a gas-phase ion, C23H22NO (charge +1), with properties calculated with ωB97M-V/def2-TZVPD.

Each line ends with the natural charge from an NBO analysis.
Element x y z (Å)
C1 2.015 -5.527 -1.272  -0.26
O1 2.427 -4.903 -0.041  -0.48
C2 2.398 -3.543 -0.036  0.33
C3 2.707 -2.905 1.184  -0.24
C4 2.470 -1.508 1.283  -0.17
C5 1.838 -0.790 0.253  -0.09
C6 1.353 0.666 0.554  -0.35
C7 -0.131 0.938 0.778  0.67
N1 -1.301 0.804 0.876  -0.25
C8 -2.781 0.772 0.833  0.11
C9 -3.524 1.948 0.847  0.02
C10 -2.794 3.228 0.895  -0.64
C11 -4.926 1.940 0.897  -0.21
C12 -5.622 0.725 0.917  -0.13
C13 -4.887 -0.466 0.903  -0.22
C14 -3.486 -0.431 0.851  0.01
C15 -2.726 -1.696 0.903  -0.64
C16 2.054 1.738 -0.370  -0.02
C17 2.499 2.909 0.240  -0.22
C18 2.803 4.054 -0.518  -0.19
C19 2.803 3.975 -1.916  -0.19
C20 2.701 2.718 -2.519  -0.20
C21 2.403 1.602 -1.735  -0.21
C22 1.783 -1.399 -1.000  -0.12
C23 2.007 -2.779 -1.141  -0.32
H1 1.953 -6.595 -1.046  0.22
H2 1.028 -5.152 -1.613  0.18
H3 2.760 -5.347 -2.071  0.19
H4 3.065 -3.491 2.024  0.25
H5 2.837 -1.028 2.180  0.22
H6 1.867 0.857 1.531  0.29
H7 -1.719 3.051 0.889  0.20
H8 -3.083 3.852 0.042  0.25
H9 -3.080 3.757 1.814  0.24
H10 -5.460 2.897 0.949  0.24
H11 -6.727 0.706 0.961  0.24
H12 -5.389 -1.440 0.962  0.24
H13 -1.653 -1.498 0.916  0.21
H14 -3.014 -2.234 1.818  0.24
H15 -2.985 -2.325 0.042  0.24
H16 2.665 2.935 1.304  0.22
H17 3.033 4.983 -0.008  0.23
H18 2.957 4.872 -2.522  0.23
H19 2.872 2.619 -3.592  0.23
H20 2.563 0.642 -2.220  0.22
H21 1.593 -0.880 -1.931  0.21
H22 1.831 -3.253 -2.097  0.23

Its SMILES is COc1ccc([C@H](C#[N+]c2c(C)cccc2C)c2ccccc2)cc1. The maximum force is 3.6 eV/A. The HOMO-LUMO gap is 7.70 eV. Its net charge is +1. The calculation puts the energy above the lowest of the compared OMol25 structures with the same formula, charge and spin at 2.0306 eV.

---

# 2
Below is a molecular structure, C11H12IrNO6, with properties calculated with ωB97M-V/def2-TZVPD.

Each line ends with the natural charge from an NBO analysis.
Element x y z (Å)
O1 -2.038 -5.988 -2.265  -0.39
C1 -1.321 -5.161 -2.602  0.46
Ir1 0.291 -0.410 -2.809  1.06
O2 1.267 -2.487 -1.148  -0.16
C2 0.439 -2.320 -1.993  0.04
C3 2.107 0.136 -2.631  0.40
O3 3.196 0.556 -2.704  -0.25
C4 0.073 1.936 -3.224  0.49
O4 -0.336 2.995 -3.464  -0.27
C5 0.569 -0.894 -4.582  0.42
O5 0.891 -1.246 -5.644  -0.21
H1 -0.182 -3.033 -2.586  0.31
O6 -0.789 0.101 -1.015  -0.60
C6 -0.540 0.199 0.216  0.72
C7 0.848 0.321 0.798  -0.51
C8 1.072 1.588 1.626  -0.40
C9 0.505 1.533 3.041  -0.42
C10 -1.027 1.489 3.095  -0.39
C11 -1.614 0.206 2.510  -0.24
N1 -1.605 0.193 1.036  -0.24
H2 1.016 -0.582 1.408  0.28
H3 1.557 0.295 -0.039  0.24
H4 2.154 1.737 1.704  0.28
H5 0.671 2.466 1.099  0.23
H6 0.916 0.673 3.589  0.23
H7 0.838 2.422 3.591  0.30
H8 -1.347 1.535 4.146  0.31
H9 -1.442 2.367 2.578  0.25
H10 -1.028 -0.659 2.859  0.31
H11 -2.657 0.085 2.830  0.29
H12 -2.483 -0.056 0.580  0.46

The maximum force is 9.2 eV/A. The HOMO-LUMO gap (spin up / spin down) is 7.35 / 5.37 eV. The spin multiplicity is 6. Its net charge is +3. The calculation puts the energy above the lowest of the compared OMol25 structures with the same formula, charge and spin at 0.0000 eV. The expectation value of S² is 8.779.

---

# 3
Below is 8 unconnected molecules or ions with the total composition C14H44N6O8, with properties calculated with ωB97M-V/def2-TZVPD.

Each line ends with the Mulliken charge.
Element x y z (Å)
N1 1.084 -3.449 -2.029  -0.23
C1 0.234 -2.748 -2.619  0.55
N2 -0.380 -1.842 -1.936  0.07
O1 -0.040 -2.822 -3.976  -0.82
H1 1.525 -4.313 -2.509  0.29
H2 1.262 -3.440 -1.047  0.12
H3 -0.916 -1.092 -2.537  0.23
H4 -0.166 -1.887 -0.937  -0.02
N3 -3.383 -1.085 -3.618  -0.30
C2 -2.844 -0.344 -2.704  0.05
N4 -1.701 0.238 -3.069  -0.36
O2 -3.267 -0.279 -1.376  -0.59
H5 -4.444 -1.091 -3.669  0.32
H6 -2.884 -1.207 -4.518  0.24
H7 -1.277 0.955 -2.395  0.28
H8 -1.544 0.401 -4.048  0.21
N5 -3.076 2.704 -1.166  -0.16
C3 -1.938 3.048 -1.557  0.37
N6 -0.988 2.147 -1.484  -0.04
O3 -1.741 4.241 -2.212  -0.80
H9 -3.770 3.406 -1.258  0.25
H10 -3.346 1.756 -0.891  0.19
H11 -0.048 2.356 -1.828  0.27
H12 -0.959 1.355 -0.725  0.08
C4 -0.892 -2.375 2.743  -0.58
C5 0.150 -3.075 1.888  0.64
C6 -0.478 -4.080 0.925  -1.55
O4 0.639 -2.202 1.119  -0.32
H13 -0.417 -1.612 3.388  0.25
H14 -1.449 -3.049 3.407  0.55
H15 -1.655 -1.986 2.080  -0.44
H16 1.117 -3.407 2.355  0.22
H17 -1.233 -3.669 0.303  0.28
H18 -0.897 -5.001 1.372  0.39
H19 0.230 -4.461 0.268  0.50
H20 1.221 -1.659 1.630  0.32
C7 4.715 -0.387 1.823  -1.52
C8 3.576 -0.269 2.813  0.49
C9 3.039 1.214 2.790  -1.31
O5 2.578 -1.014 2.675  -0.45
H21 4.454 0.252 0.965  0.24
H22 4.915 -1.328 1.449  0.46
H23 5.658 -0.031 2.185  0.41
H24 4.041 -0.657 3.681  0.33
H25 3.806 1.867 3.148  0.47
H26 2.208 1.500 3.348  0.47
H27 2.717 1.504 1.747  0.03
H28 2.776 -1.918 2.889  0.22
C10 2.655 4.995 -1.080  -1.61
C11 2.276 3.563 -1.333  0.64
C12 1.538 3.157 -0.067  -1.38
O6 1.538 3.401 -2.328  -0.49
H29 1.714 5.577 -0.901  0.33
H30 3.085 5.288 -2.008  0.41
H31 3.263 5.148 -0.224  0.41
H32 3.182 2.973 -1.374  0.32
H33 1.464 2.099 -0.021  -0.05
H34 0.537 3.632 -0.031  0.35
H35 1.976 3.472 0.820  0.85
H36 2.077 3.123 -3.029  0.33
C13 -4.113 -2.024 1.254  -0.37
O7 -4.663 -0.871 0.667  -0.64
H37 -4.881 -2.819 1.150  0.30
H38 -3.997 -2.145 2.312  0.28
H39 -3.360 -2.279 0.580  -0.09
H40 -4.260 -0.710 -0.217  0.61
C14 -0.928 0.829 1.708  -0.42
O8 -1.216 0.172 0.477  -0.37
H41 -1.575 0.679 2.557  0.37
H42 -0.954 1.907 1.632  0.43
H43 -0.009 0.394 2.081  -0.23
H44 -1.561 -0.728 0.497  -0.26

Its SMILES is NC(N)=O.NC(N)=O.NC(N)=O.CC(C)O.CC(C)O.CC(C)O.CO.CO. The maximum force is 10.8 eV/A. The HOMO-LUMO gap is 8.74 eV. Its net charge is 0. The calculation puts the energy above the lowest of the compared OMol25 structures with the same formula, charge and spin at 7.9784 eV.